No. 1
# C8H13NOS2

A single C8H13NOS2 molecule in a non-equilibrium geometry (ωB97M-V/def2-TZVPD, OMol25).

Computed properties:
LUMO energy = -0.6 eV
HOMO-LUMO gap = 8.22 eV
Charge = 0
SMILES string = CCC1(CC)COC(=S)NC1=S
Energy above the lowest of the compared OMol25 structures with the same formula, charge and spin = 2.6 kcal/mol
Electronic energy = -1238.99066 a.u.

CARTESIAN COORDINATES (ANGSTROEM)
S -1.5651 -3.2757 -2.3692
S -2.6439 0.2322 1.2951
O 0.2706 -1.5778 -1.6030
C -1.0126 -2.0017 -1.4652
C -1.5086 -0.2993 0.1507
N -1.9467 -1.3205 -0.7037
C 0.9716 2.6193 -0.2580
C 0.9048 -1.6860 1.4715
C 0.5481 -0.2165 -1.2661
C -0.3328 1.8073 -0.0504
C 0.6633 -0.1733 1.2821
C -0.1342 0.2781 0.0126
H -2.7653 -1.8072 -0.4582
H 0.7053 3.6628 -0.3020
H 1.6873 2.4622 0.5719
H 1.4937 2.3879 -1.1937
H 1.3941 -2.1318 0.6074
H 1.5325 -1.8809 2.3446
H -0.0566 -2.1854 1.6260
H 1.6159 -0.1126 -1.1464
H 0.1808 0.4013 -2.1136
H -1.0987 2.1146 -0.8257
H -0.7178 2.1678 0.9222
H 0.1742 0.2086 2.1863
H 1.6403 0.3264 1.2846

Cartesian forces (eV/Å) of the 2 atoms listed first:
0.6 0.3 0.6
1.4 -0.6 -1.2

No. 2
# C3H8N2S

A single C3H8N2S molecule in a non-equilibrium geometry (ωB97M-V/def2-TZVPD, OMol25).

Computed properties:
LUMO energy = 0.6 eV
HOMO-LUMO gap = 9.19 eV
Charge = 0
SMILES string = NCCNC=S
Energy above the lowest of the compared OMol25 structures with the same formula, charge and spin = 20.6 kcal/mol
Electronic energy = -626.79046 a.u.

CARTESIAN COORDINATES (ANGSTROEM)
C 1.4058 -0.3946 0.2640
C 0.3107 0.5666 0.7360
C -1.8597 0.4730 -0.4472
H 0.5813 -1.0453 -1.3941
H 0.0733 -1.8715 -0.1314
H 2.1751 0.2326 -0.2500
H 1.9012 -0.8639 1.1190
H 0.7282 1.3991 1.2614
H -0.3616 0.0125 1.3805
H -0.3385 1.7728 -0.8948
H -2.4821 1.0445 -1.1240
N 0.9098 -1.4739 -0.5352
N -0.6078 0.9963 -0.3001
S -2.4358 -0.8483 0.3158

Cartesian forces (eV/Å) of the 2 atoms listed first:
0.5 0.8 0.5
-0.5 -1.1 0.0

No. 3
# C6H8O6V

C6H8O6V as an isolated structure in a non-equilibrium geometry (ωB97M-V/def2-TZVPD, OMol25).

Computed properties:
LUMO energy (spin up / spin down) = -10.7 / -10.2 eV
⟨S²⟩ = 3.755
HOMO-LUMO gap (spin up / spin down) = 5.98 / 6.53 eV
Charge = +2
Energy above the lowest of the compared OMol25 structures with the same formula, charge and spin = 1.2 kcal/mol
Electronic energy = -1628.13104 a.u.
Multiplicity = 4

CARTESIAN COORDINATES (ANGSTROEM)
O -1.0116 3.3982 -1.9062
C -0.7581 2.5662 -1.0232
O -1.1580 1.3357 -1.3254
O -0.2288 2.9070 0.0891
C 0.1327 1.9422 1.1247
C 1.0050 0.8396 0.6157
C 0.9045 -0.4020 1.1035
C 1.5503 -1.5926 0.4666
V -2.3186 2.2116 -2.7602
H -0.7969 1.5731 1.5753
H 0.6654 2.5651 1.8506
H 1.8308 1.1072 -0.0507
H 0.2590 -0.6072 1.9639
H 2.3650 -1.9344 1.1186
H 1.9662 -1.3649 -0.5220
O 0.7265 -2.7574 0.3367
C -0.3864 -2.8595 -0.3547
O -0.5875 -2.1650 -1.3326
H -2.0961 -3.6697 -0.3205
O -1.3453 -3.5174 0.2734
H -0.7182 0.4242 -0.9225

Cartesian forces (eV/Å) of the 2 atoms listed first:
-0.9 0.4 -0.9
2.1 0.8 2.8

No. 4
# C18H16ClNO3

A single C18H16ClNO3 molecule (ωB97M-V/def2-TZVPD, OMol25).

Computed properties:
LUMO energy = -0.2 eV
HOMO-LUMO gap = 8.06 eV
Charge = 0
SMILES string = Cc1ccc2c(c1)N(CC(=O)c1cccc(Cl)c1)C(=O)[C@H](C)O2
Energy above the lowest of the compared OMol25 structures with the same formula, charge and spin = 0.0 kcal/mol
Electronic energy = -1436.21931 a.u.

CARTESIAN COORDINATES (ANGSTROEM)
C -0.3912 -4.0106 0.3552
C -1.2783 -2.8214 0.1412
C -0.7391 -1.5412 0.1952
C -1.5343 -0.4204 0.0080
C -2.8976 -0.5883 -0.2627
C -3.4421 -1.8612 -0.2970
C -2.6379 -2.9678 -0.0897
H -3.0744 -3.9545 -0.1219
H -4.4983 -1.9638 -0.4870
O -3.7140 0.4873 -0.4601
C -3.0696 1.6349 -0.9854
C -4.0451 2.8003 -0.9115
H -3.5492 3.7051 -1.2487
H -4.9121 2.5984 -1.5331
H -4.3703 2.9362 0.1167
C -1.7652 1.9659 -0.2639
O -1.3782 3.1041 -0.0933
N -1.0445 0.8863 0.1435
C 0.2857 1.1222 0.6549
C 1.3397 0.8050 -0.3997
O 1.0367 0.5832 -1.5468
C 2.7508 0.7816 0.0666
C 3.6888 0.1853 -0.7756
C 5.0177 0.1299 -0.3985
C 5.4339 0.6734 0.8085
C 4.5019 1.2761 1.6367
C 3.1667 1.3299 1.2787
H 2.4621 1.8157 1.9343
H 4.8243 1.7078 2.5719
H 6.4739 0.6278 1.0905
Cl 6.1722 -0.6200 -1.4408
H 3.3576 -0.2273 -1.7164
H 0.3366 2.1958 0.8762
H 0.4516 0.5491 1.5701
H -2.7923 1.4422 -2.0393
H 0.3191 -1.4339 0.3780
H -0.0987 -4.0806 1.4031
H 0.5161 -3.9236 -0.2394
H -0.9032 -4.9290 0.0815

Cartesian forces (eV/Å) of the 2 atoms listed first:
0.0 0.0 0.1
-0.1 0.0 0.0

No. 5
# H2INS

A 2-piece molecular cluster, H2INS overall (ωB97M-V/def2-TZVPD, OMol25).

Computed properties:
LUMO energy (spin up / spin down) = -1.2 / -1.2 eV
HOMO-LUMO gap (spin up / spin down) = 7.42 / 7.43 eV
Charge = 0
SMILES string = N=S.I
Energy above the lowest of the compared OMol25 structures with the same formula, charge and spin = 46.6 kcal/mol
Electronic energy = -751.75351 a.u.

CARTESIAN COORDINATES (ANGSTROEM)
N 1.5159 1.5344 -0.0147
S 0.0399 1.0922 -0.0222
I -3.5221 0.0027 -0.0145
H 2.2106 0.8115 0.1774
H -2.4131 -1.1017 -0.1825

Cartesian forces (eV/Å) of the 2 atoms listed first:
0.3 0.7 -0.1
0.0 -0.2 0.0

> Among the records above, which one has the lowest electronic energy?

C6H8O6V

> electronic energy of number 4 (C18H16ClNO3)?

-1436.21931 a.u.